Arrangement w

C5H10IN4O | ωB97M-V/def2-TZVPD

Computed properties:
**Frontier orbital gap**: 8.6 eV
**E_HOMO**: -13.51 eV
**E_LUMO**: -4.9325 eV
**Total charge**: +1

Element x y z (Å)
1 H 3.1753 -0.9044 -0.5108
2 H -0.8433 1.5145 -1.9274
3 H 1.2088 1.7046 -0.9908
4 H -1.0167 -1.9983 -0.0359
5 C -0.3044 0.6781 -0.2042
6 N -0.6878 -0.1365 0.8544
7 H 2.8526 1.2860 0.4959
8 I -1.4315 1.0302 2.3915
9 C 2.1338 -0.6505 1.0503
10 N -1.2228 1.0025 -1.1392
11 O -2.6186 -0.7445 -0.4265
12 C -2.0907 -0.1491 -1.5542
13 N 2.7868 -1.4108 0.2888
14 H -2.0919 -1.6100 1.3106
15 H 1.6876 -1.0699 1.9455
16 H -2.9012 0.2328 -2.1624
17 H -1.4998 -0.8526 -2.1471
18 C -1.6075 -1.2070 0.4303
19 N 0.9302 1.1047 -0.2307
20 C 1.9206 0.8353 0.8245
21 H 1.6205 1.3449 1.7376

These are the natural (NBO) partial charges, in e, on atoms 1 to 8: number 1, H, carries 0.327; number 2, H, carries 0.404; number 3, H, carries 0.425; number 4, H, carries 0.198; number 5, C, carries 0.688; number 6, N, carries -0.644; number 7, H, carries 0.244; number 8, I, carries 0.426

***

Arrangement x

C5H10IN4O | ωB97M-V/def2-TZVPD

Computed properties:
**Frontier orbital gap**: 8.1 eV
**E_HOMO**: -13.28 eV
**E_LUMO**: -5.1623 eV
**SMILES**: CC1(C)[C@H](I)N=NC(O)=[N+]1N
**Total charge**: +1

Element x y z (Å)
1 C -0.6189 -1.7268 -0.2546
2 C 0.2123 1.6931 0.8308
3 N -0.9003 -0.5242 0.2397
4 H -2.8223 -0.6677 0.4201
5 N 1.7305 -1.7736 -0.0340
6 H 0.9962 1.7289 -1.6999
7 H 1.6786 -0.4834 1.7376
8 N -2.0833 -0.0016 0.5032
9 H 1.1041 1.8128 1.4505
10 H -0.7298 1.7802 1.3788
11 H -2.4134 -2.6916 -0.2273
12 C 0.5467 0.7574 -1.4787
13 O -1.4339 -2.7380 -0.4021
14 I 3.5408 0.7116 0.1745
15 C 1.6644 -0.4015 0.5476
16 H 0.9721 -0.1011 -2.0066
17 N 0.6696 -2.2521 -0.4237
18 C 0.4505 0.4807 0.0167
19 H -0.4573 1.0993 -1.9112
20 H 0.0600 2.5107 0.0311
21 H -2.1662 0.7868 1.1075

These are the natural (NBO) partial charges, in e, on atoms 1 to 8: number 1, C, carries 0.636; number 2, C, carries -0.676; number 3, N, carries -0.148; number 4, H, carries 0.390; number 5, N, carries -0.020; number 6, H, carries 0.271; number 7, H, carries 0.287; number 8, N, carries -0.601

***

What are the relative energies? In kcal/mol: arrangement w 0.0; arrangement x 71.5.

***

Arrangement w

C2H7IN2 | ωB97M-V/def2-TZVPD

Computed properties:
**Frontier orbital gap (alpha / beta)**: 7.7 / 8.6 eV
**E_HOMO (alpha / beta)**: -7.48 / -8.24 eV
**E_LUMO (alpha / beta)**: 0.2040 / 0.3422 eV

Element x y z (Å)
1 H 0.3136 0.9210 1.5539
2 H -1.5264 0.0412 -0.1929
3 N -0.2554 0.0855 1.4874
4 H 2.3186 0.0208 -0.9026
5 N 0.5240 -0.9809 1.3582
6 I -0.3782 -2.7750 1.1960
7 H -1.8889 1.2758 1.0436
8 C 1.7187 -0.8381 -1.1056
9 H 0.8326 -0.7298 -1.6952
10 C -1.5528 0.2545 0.8823
11 H -2.2601 -0.4319 1.3539
12 H 2.1357 -1.8092 -0.9733

These are the natural (NBO) partial charges, in e, on atoms 1 to 8: number 1, H, carries 0.381; number 2, H, carries 0.197; number 3, N, carries -0.396; number 4, H, carries 0.162; number 5, N, carries -0.399; number 6, I, carries 0.244; number 7, H, carries 0.214; number 8, C, carries -0.500

***

Arrangement x

C2H7IN2 | ωB97M-V/def2-TZVPD

Computed properties:
**Frontier orbital gap**: 9.0 eV
**E_HOMO**: -8.92 eV
**E_LUMO**: 0.0814 eV

Element x y z (Å)
1 H -0.8094 0.3544 1.5954
2 H -0.7993 -1.7033 -1.3833
3 H 0.0572 -1.0903 0.7595
4 I 2.4466 1.1015 1.3269
5 N 0.7048 0.7798 0.2154
6 H -1.4908 -0.0087 -1.1348
7 N -0.2852 1.1855 1.5839
8 C 0.4140 -0.6199 -0.1316
9 H -0.7430 1.9740 1.2219
10 H 1.4003 -0.9855 -0.4570
11 H -0.2885 -0.3361 -2.3071
12 C -0.6067 -0.6513 -1.2891

These are the natural (NBO) partial charges, in e, on atoms 1 to 8: number 1, H, carries 0.332; number 2, H, carries 0.215; number 3, H, carries 0.177; number 4, I, carries 0.265; number 5, N, carries -0.423; number 6, H, carries 0.217; number 7, N, carries -0.684; number 8, C, carries -0.269

***

What are the relative energies? In kcal/mol: arrangement w 36.7; arrangement x 0.0.

***

Arrangement w

C4H14N4O | ωB97M-V/def2-TZVPD

Computed properties:
**Frontier orbital gap**: 9.1 eV
**E_HOMO**: -8.31 eV
**E_LUMO**: 0.7695 eV
**SMILES**: [H]/N=C(\N)C(C)(C)O.NN

Element x y z (Å)
1 H 0.8459 2.3407 0.9202
2 N -0.7453 0.7479 -1.8338
3 C -0.0796 -0.0645 -0.9661
4 H 2.9682 1.3306 -0.2216
5 H 2.0734 1.3998 -1.7446
6 H -1.4707 0.3676 -2.4182
7 N -1.9762 -1.9199 1.1398
8 H 1.4387 -1.1263 0.9915
9 N -2.0751 -0.5647 1.5479
10 H -0.7661 1.7303 -1.6174
11 H 1.9118 0.3693 1.8256
12 H -2.7739 -2.1994 0.5586
13 H -1.1224 -1.9722 0.5020
14 H -2.0967 0.0829 0.7339
15 O 0.3515 1.9506 0.1971
16 H 0.2120 -0.1483 1.8021
17 N -0.0575 -1.3421 -0.9988
18 H -0.6226 -1.7411 -1.7457
19 H -2.9118 -0.4519 2.1123
20 C 0.9123 0.6646 -0.0673
21 C 2.2325 0.8187 -0.8389
22 C 1.1367 -0.1111 1.2279
23 H 2.6147 -0.1615 -1.1067

These are the natural (NBO) partial charges, in e, on atoms 1 to 8: number 1, H, carries 0.480; number 2, N, carries -0.825; number 3, C, carries 0.458; number 4, H, carries 0.207; number 5, H, carries 0.215; number 6, H, carries 0.389; number 7, N, carries -0.688; number 8, H, carries 0.242

***

Arrangement x

C4H14N4O | ωB97M-V/def2-TZVPD

Computed properties:
**Frontier orbital gap**: 9.4 eV
**E_HOMO**: -8.43 eV
**E_LUMO**: 0.9554 eV
**SMILES**: NC(N)=NO.CCCN

Element x y z (Å)
1 C -0.1422 -1.5949 -1.2094
2 N -1.4310 1.0813 1.0533
3 H -1.9856 -1.9838 2.8250
4 H -2.3430 0.6480 1.0533
5 C 1.2278 -0.9739 -1.4299
6 H -0.4681 -1.4431 -0.1821
7 H -1.4541 2.0877 1.0064
8 N 0.3422 1.4104 -2.0940
9 H -0.8844 -1.1375 -1.8659
10 C 1.2402 0.6722 -1.2653
11 H 2.2652 1.0115 -1.4327
12 N 0.5685 1.2593 2.2623
13 H 0.8536 0.5399 -0.2400
14 H 1.2489 0.7255 2.7813
15 H 1.5823 -1.1839 -2.4426
16 H -0.1207 -2.6653 -1.4139
17 H 0.9701 1.7196 1.4535
18 O -2.0133 -1.1776 2.2969
19 H 1.9525 -1.4015 -0.7339
20 C -0.5875 0.5488 2.0071
21 N -0.7287 -0.6021 2.5493
22 H 0.5342 1.2728 -3.0829
23 H -0.6269 1.1867 -1.8958

These are the natural (NBO) partial charges, in e, on atoms 1 to 8: number 1, C, carries -0.625; number 2, N, carries -0.844; number 3, H, carries 0.482; number 4, H, carries 0.409; number 5, C, carries -0.408; number 6, H, carries 0.213; number 7, H, carries 0.391; number 8, N, carries -0.844

***

What are the relative energies? In kcal/mol: arrangement w 0.0; arrangement x 15.3.